[1]
Molecular formula: C6H14O
Method: DFT, ωB97M-V/def2-TZVPD

Geometry (Å):
C: 0.39 1.01 -3.35
C: 0.99 0.75 -1.97
C: -0.05 0.40 -0.92
C: 0.55 0.02 0.43
C: -0.52 -0.37 1.43
O: 0.09 -0.85 2.61
C: -0.84 -1.37 3.52
H: 1.17 1.25 -4.09
H: -0.30 1.86 -3.32
H: -0.16 0.14 -3.73
H: 1.72 -0.07 -2.04
H: 1.55 1.63 -1.65
H: -0.74 1.25 -0.79
H: -0.67 -0.44 -1.28
H: 1.15 0.84 0.84
H: 1.22 -0.84 0.31
H: -1.18 0.49 1.66
H: -1.16 -1.16 1.00
H: -1.51 -0.58 3.91
H: -0.27 -1.79 4.36
H: -1.45 -2.16 3.07

Computed properties:
HOMO ... -0.361 Eh
HOMO-LUMO gap ... 11.0 eV
Multiplicity ... 1
Calculated total energy ... -8496.1803 eV


[2]
Molecular formula: C6H14O
Method: DFT, ωB97M-V/def2-TZVPD

Geometry (Å):
C: 2.93 0.87 -0.41
C: 2.34 -0.05 0.67
C: 0.86 0.27 0.97
C: -0.14 -0.76 0.42
C: -1.44 -0.10 0.01
O: -2.35 -1.06 -0.45
C: -3.50 -0.47 -1.00
H: 3.99 0.68 -0.58
H: 2.83 1.92 -0.11
H: 2.40 0.75 -1.36
H: 2.44 -1.09 0.35
H: 2.94 0.04 1.59
H: 0.70 0.39 2.04
H: 0.63 1.25 0.52
H: -0.35 -1.54 1.17
H: 0.27 -1.28 -0.46
H: -1.87 0.47 0.86
H: -1.23 0.64 -0.79
H: -4.02 0.17 -0.27
H: -4.17 -1.27 -1.32
H: -3.25 0.16 -1.87

Computed properties:
HOMO ... -0.361 Eh
HOMO-LUMO gap ... 10.9 eV
Multiplicity ... 1
Calculated total energy ... -8495.9947 eV


[3]
Molecular formula: C6H14O
Method: DFT, ωB97M-V/def2-TZVPD

Geometry (Å):
C: 1.86 1.39 0.82
C: 0.89 1.50 -0.08
C: -0.56 1.20 0.21
C: -1.17 0.02 -0.55
O: -2.54 -0.04 -0.20
C: -3.21 -1.10 -0.84
H: 1.67 1.02 1.83
H: 2.91 1.53 0.58
H: 1.16 1.78 -1.10
H: -1.16 2.09 -0.02
H: -0.68 1.00 1.28
H: -1.07 0.17 -1.64
H: -0.67 -0.93 -0.30
H: -3.17 -1.01 -1.93
H: -4.25 -1.07 -0.51
H: -2.78 -2.08 -0.56
C: 2.56 -1.10 0.62
H: 3.45 -0.78 1.19
H: 2.88 -1.63 -0.27
H: 1.93 -1.70 1.27
H: 1.95 -0.28 0.22

Computed properties:
HOMO ... -0.332 Eh
HOMO-LUMO gap ... 10.1 eV
Multiplicity ... 1
Calculated total energy ... -8494.3280 eV


[4]
Molecular formula: C6H14O
Method: DFT, ωB97M-V/def2-TZVPD

Geometry (Å):
C: -2.69 1.15 -0.39
C: -2.04 0.34 -1.52
C: -1.01 -0.66 -1.11
C: 0.26 -0.02 -0.51
C: 0.63 -0.60 0.86
C: 1.79 0.14 1.50
O: 3.02 -0.51 1.07
H: -2.75 0.58 0.54
H: -2.20 2.08 -0.15
H: -3.74 1.32 -0.61
H: -1.72 1.02 -2.31
H: -2.88 -0.17 -2.02
H: -1.40 -1.35 -0.36
H: -0.77 -1.30 -1.96
H: 1.14 -0.08 -1.14
H: 0.06 1.04 -0.31
H: -0.22 -0.50 1.51
H: 0.83 -1.67 0.86
H: 1.80 0.13 2.58
H: 1.82 1.16 1.12
H: 3.68 0.18 0.91

Computed properties:
HOMO ... -0.373 Eh
HOMO-LUMO gap ... 11.2 eV
Multiplicity ... 1
Calculated total energy ... -8496.0936 eV


[5]
Molecular formula: C6H14O
Method: DFT, ωB97M-V/def2-TZVPD

Geometry (Å):
C: -1.31 0.91 0.56
C: -0.27 0.10 0.30
C: -0.30 -1.35 0.53
C: 0.88 0.55 -0.60
C: 0.98 -0.23 -1.93
C: -0.17 0.25 -2.85
H: -2.16 0.67 1.15
H: -1.13 1.96 0.22
H: -0.50 -1.87 -0.42
H: 0.59 -1.74 1.00
H: -1.16 -1.62 1.32
H: 1.87 0.61 -0.22
H: 0.59 1.60 -0.93
H: 0.80 -1.39 -1.66
H: 1.92 -0.08 -2.44
H: 0.10 0.18 -3.93
H: -0.56 1.27 -2.64
H: -1.07 -0.35 -2.87
O: 0.28 -0.04 3.55
H: -0.16 -0.69 4.13
H: -0.40 0.30 2.97

Computed properties:
HOMO ... -0.352 Eh
HOMO-LUMO gap ... 10.5 eV
Multiplicity ... 1
Calculated total energy ... -8495.1485 eV


[6]
Molecular formula: C6H14O2
Method: DFT, ωB97M-V/def2-TZVPD

Geometry (Å):
C: -3.79 1.18 -0.89
C: -2.62 0.63 -1.14
C: -2.01 0.32 -2.53
C: -1.57 0.15 -0.19
C: -1.28 0.87 0.91
C: -0.22 0.73 1.89
H: -4.43 1.60 -1.65
H: -4.20 1.53 0.06
H: -1.01 0.66 -2.64
H: -1.97 -0.83 -2.45
H: -2.66 0.57 -3.34
H: -1.26 -0.85 -0.41
H: -1.77 1.84 1.01
H: -0.50 0.95 2.91
H: 0.67 1.31 1.58
H: 0.12 -0.32 1.94
O: 5.60 -0.77 1.85
H: 4.96 -1.16 1.25
H: 5.81 -1.28 2.63
O: 3.90 -2.05 -0.27
H: 4.57 -2.37 -0.88
H: 3.66 -2.72 0.37

Computed properties:
HOMO ... -0.322 Eh
HOMO-LUMO gap ... 9.2 eV
Multiplicity ... 1
Calculated total energy ... -10542.1602 eV


[7]
Molecular formula: C6H14O2
Method: DFT, ωB97M-V/def2-TZVPD

Geometry (Å):
C: -1.95 0.66 2.34
C: -0.54 0.62 1.82
C: -0.18 0.44 0.56
C: 1.30 0.42 0.18
C: 1.59 -0.51 -1.01
C: 1.19 0.13 -2.33
O: 2.14 1.10 -2.70
H: -1.93 1.07 3.35
H: -2.62 1.29 1.75
H: -2.40 -0.33 2.43
H: 0.22 0.76 2.59
H: -0.78 0.14 -0.29
H: 1.55 1.43 -0.17
H: 1.92 0.26 1.06
H: 2.65 -0.76 -1.03
H: 1.11 -1.47 -0.83
H: 1.10 -0.66 -3.08
H: 0.17 0.54 -2.29
H: 2.68 0.79 -3.44
O: -2.20 -1.68 0.23
H: -3.13 -1.84 0.05
H: -1.90 -2.38 0.82

Computed properties:
HOMO ... -0.321 Eh
HOMO-LUMO gap ... 9.4 eV
Multiplicity ... 1
Calculated total energy ... -10542.8288 eV


[8]
Molecular formula: C6H14O3ScSe3Te
Method: DFT, ωB97M-V/def2-TZVPD

Geometry (Å):
Sc: 0.68 -1.28 -0.43
C: -2.52 -1.17 0.64
O: -1.13 -0.93 0.95
C: -1.04 0.04 2.00
C: 0.41 0.13 2.40
O: 1.22 0.14 1.22
C: 1.59 1.41 0.66
C: 0.59 1.82 -0.41
O: 0.33 0.67 -1.24
C: -0.08 0.99 -2.59
H: -3.06 -1.42 1.56
H: -2.95 -0.28 0.18
H: -2.58 -2.01 -0.04
H: -1.43 0.99 1.64
H: -1.64 -0.28 2.86
H: 0.61 1.01 3.01
H: 0.71 -0.75 2.96
H: 1.67 2.16 1.44
H: 2.57 1.24 0.20
H: -0.36 2.16 0.02
H: 1.01 2.62 -1.01
H: -0.35 2.04 -2.65
H: 0.74 0.78 -3.27
H: -0.95 0.38 -2.83
Se: 3.20 -1.66 -0.43
Se: 2.37 -1.76 -2.63
Te: 1.19 -3.99 -2.70
Se: -0.81 -3.05 -1.50

Computed properties:
HOMO ... -0.390 Eh
HOMO-LUMO gap ... 7.3 eV
Multiplicity ... 1
Total charge ... +1
Calculated total energy ... -236621.0641 eV


[9]
Molecular formula: C6H14O4
Method: DFT, ωB97M-V/def2-TZVPD

Geometry (Å):
C: 0.86 -1.09 -0.07
C: 1.50 -0.54 -1.34
C: 1.64 -0.72 1.19
C: -0.65 -0.69 0.05
O: 0.84 -2.53 -0.13
O: -1.24 -1.21 1.19
O: -1.34 -0.71 -1.00
H: 0.38 -2.78 -0.94
H: -0.71 -1.95 1.52
H: 1.46 0.32 1.45
H: 0.81 -0.65 -2.18
H: 1.78 0.50 -1.23
H: 2.41 -1.11 -1.54
H: 1.33 -1.34 2.03
H: 2.70 -0.88 1.02
C: -2.52 1.22 0.11
C: -0.14 2.10 -0.12
O: -0.86 1.09 0.57
H: -0.55 3.08 0.14
H: -2.62 1.34 -0.96
H: -2.70 2.11 0.71
H: -3.06 0.37 0.52
H: 0.90 2.10 0.22
H: -0.20 1.94 -1.20

Computed properties:
HOMO ... -0.336 Eh
HOMO-LUMO gap ... 10.0 eV
Multiplicity ... 1
Calculated total energy ... -14636.6719 eV


[10]
Molecular formula: C6H14O4
Method: DFT, ωB97M-V/def2-TZVPD

Geometry (Å):
C: -0.26 -0.90 -2.57
O: 0.85 -0.22 -1.98
C: 0.56 0.51 -0.85
C: 1.79 1.31 -0.46
O: -0.56 1.26 -0.99
O: 0.21 -0.48 0.31
C: 1.23 -1.37 0.70
H: -0.98 -0.19 -2.97
H: 0.17 -1.50 -3.37
H: -0.74 -1.54 -1.83
H: 2.67 0.68 -0.46
H: 1.63 1.76 0.51
H: 1.92 2.10 -1.20
H: -0.75 1.68 -0.09
H: 1.97 -0.89 1.34
H: 1.74 -1.78 -0.18
H: 0.76 -2.20 1.23
C: -2.27 -0.08 1.67
C: -1.01 0.65 2.00
O: -0.76 1.78 1.58
H: -2.90 -0.16 2.56
H: -2.01 -1.08 1.33
H: -2.82 0.42 0.87
H: -0.44 0.24 2.85

Computed properties:
HOMO ... -0.371 Eh
HOMO-LUMO gap ... 11.0 eV
Multiplicity ... 1
Calculated total energy ... -14637.9960 eV


[11]
Molecular formula: C6H14P
Method: DFT, ωB97M-V/def2-TZVPD

Geometry (Å):
C: 0.65 -0.73 1.83
C: -0.21 0.02 1.11
C: 1.30 -0.22 3.12
C: 0.89 -0.84 -1.60
C: -2.06 -0.43 -1.43
C: -0.31 1.80 -1.06
P: -0.48 0.05 -0.73
H: 0.95 -1.71 1.48
H: -0.58 0.90 1.49
H: 1.14 -1.13 3.70
H: 0.88 0.74 3.30
H: 2.36 -0.07 2.80
H: 0.54 -1.14 -2.73
H: 1.19 -1.87 -1.25
H: 1.82 -0.22 -1.60
H: -1.81 -0.55 -2.47
H: -2.77 0.37 -1.58
H: -2.63 -1.33 -1.07
H: -0.41 1.88 -2.15
H: 0.61 2.10 -0.65
H: -1.06 2.39 -0.52

Computed properties:
HOMO ... -0.512 Eh
HOMO-LUMO gap ... 11.0 eV
Multiplicity ... 1
Total charge ... +1
Calculated total energy ... -15730.2818 eV


[12]
Molecular formula: C6H15AlO2P
Method: DFT, ωB97M-V/def2-TZVPD

Geometry (Å):
C: -2.69 -0.57 -0.35
C: -2.25 0.94 0.21
P: -0.40 1.36 -0.23
C: -0.19 0.84 -2.05
C: 1.22 0.10 -2.42
C: 0.61 0.28 0.98
C: 2.26 0.41 1.03
O: 2.73 -0.85 1.68
Al: 1.26 -1.56 2.68
O: 0.11 -1.11 1.21
H: -1.75 -1.21 -0.69
H: -3.23 -1.19 0.49
H: -3.35 -0.43 -1.33
H: -2.30 0.85 1.39
H: -2.99 1.78 -0.11
H: -0.22 1.85 -2.69
H: -1.06 0.18 -2.48
H: 1.02 -0.56 -3.39
H: 2.00 0.93 -2.77
H: 1.63 -0.63 -1.60
H: 0.33 0.77 2.04
H: 2.71 1.21 1.80
H: 2.76 0.42 -0.02
H: 0.76 -0.65 3.87
H: 1.07 -3.13 2.74

Computed properties:
HOMO ... -0.168 Eh
HOMO-LUMO gap ... 8.1 eV
Multiplicity ... 1
Total charge ... -1
Calculated total energy ... -26445.3031 eV


[13]
Molecular formula: C6H15B
Method: DFT, ωB97M-V/def2-TZVPD

Geometry (Å):
B: -0.67 -0.16 -1.48
C: -0.17 -2.43 1.57
C: 1.47 2.99 0.07
C: -1.03 -1.56 -0.91
C: 0.16 0.68 -0.44
C: -1.30 -1.60 0.98
C: 0.94 1.93 -1.03
H: -0.87 0.28 -2.52
H: -0.35 -2.61 2.70
H: 0.80 -2.02 1.65
H: -0.12 -3.33 1.00
H: 1.79 3.84 -0.40
H: 2.06 2.60 0.89
H: 0.54 3.24 0.50
H: -0.10 -2.14 -1.00
H: -1.94 -2.08 -1.18
H: 0.99 0.08 0.09
H: -0.61 0.94 0.37
H: -2.29 -2.01 1.14
H: -1.43 -0.61 1.28
H: 0.27 2.38 -1.70
H: 1.84 1.59 -1.59

Computed properties:
HOMO ... -0.354 Eh
HOMO-LUMO gap ... 10.4 eV
Multiplicity ... 1
Calculated total energy ... -7139.1779 eV


[14]
Molecular formula: C6H15BBr3IO3PSi
Method: DFT, ωB97M-V/def2-TZVPD

Geometry (Å):
C: 1.80 2.10 0.45
Si: 1.52 0.74 -0.82
C: 2.88 -0.54 -0.55
C: 1.66 1.57 -2.52
C: -0.12 -0.14 -0.51
O: -0.05 -0.35 0.91
B: -1.16 0.47 1.47
O: -1.47 1.46 0.41
C: -1.35 0.74 -0.79
P: -2.95 -0.21 -1.04
O: -3.93 0.54 0.00
I: -3.71 0.69 -3.25
H: 0.94 2.75 0.55
H: 2.65 2.69 0.09
H: 2.09 1.65 1.40
H: 3.83 -0.26 -0.99
H: 3.00 -0.63 0.53
H: 2.55 -1.50 -0.93
H: 2.35 2.40 -2.41
H: 0.72 2.00 -2.86
H: 2.09 0.91 -3.28
H: -0.13 -1.13 -0.97
H: -1.03 1.00 2.56
H: -2.14 -0.33 1.63
H: -1.08 1.39 -1.63
H: -3.67 1.47 0.04
C: -0.99 -3.89 2.61
Br: -1.56 -2.02 2.28
Br: -2.47 -5.10 2.91
Br: 0.15 -4.53 1.19
H: -0.39 -3.92 3.52

Computed properties:
HOMO ... -0.178 Eh
HOMO-LUMO gap ... 7.4 eV
Multiplicity ... 1
Total charge ... -1
Calculated total energy ... -248682.1649 eV


[15]
Molecular formula: C6H15BClFNO4S
Method: DFT, ωB97M-V/def2-TZVPD

Geometry (Å):
C: -2.11 -3.38 -0.26
C: -1.53 -2.05 0.28
B: -0.10 -1.79 -0.34
O: 0.91 -2.71 -0.09
N: 0.16 -0.69 -1.26
C: -0.69 0.55 -1.11
C: -0.68 1.20 0.26
C: 0.67 1.65 0.75
O: 0.48 2.61 1.78
C: 1.70 3.17 2.20
S: 1.69 -0.48 -1.81
O: 1.84 0.82 -2.35
O: 2.12 -1.64 -2.49
F: 2.53 -0.45 -0.46
H: -2.69 -3.89 0.51
H: -2.81 -3.18 -1.08
H: -1.34 -4.06 -0.61
H: -2.22 -1.23 0.11
H: -1.39 -2.12 1.36
H: 1.14 -2.79 0.85
H: -1.70 0.22 -1.35
H: -0.46 1.30 -1.87
H: -1.30 2.10 0.14
H: -1.16 0.57 1.02
H: 1.25 2.09 -0.07
H: 1.26 0.81 1.17
H: 1.48 3.87 3.01
H: 2.18 3.71 1.38
H: 2.39 2.40 2.56
Cl: -1.63 3.42 -2.23

Computed properties:
HOMO ... -0.152 Eh
HOMO-LUMO gap ... 6.5 eV
Multiplicity ... 1
Total charge ... -1
Calculated total energy ... -42900.8339 eV


[16]
Molecular formula: C6H15BCsF4NO2
Method: DFT, ωB97M-V/def2-TZVPD

Geometry (Å):
Cs: -1.65 2.77 -0.22
B: 0.39 5.43 -1.27
F: -0.41 5.93 -0.22
F: 0.59 6.50 -2.18
F: 1.61 4.90 -0.82
F: -0.26 4.45 -2.06
C: 1.40 1.75 -2.31
O: 0.77 1.26 -1.13
C: 1.55 0.32 -0.41
C: 0.71 -0.10 0.80
N: -0.56 -0.74 0.41
C: -1.21 -1.34 1.57
C: -0.93 -2.84 1.72
O: -1.73 -3.53 0.80
C: -1.59 -4.92 0.87
H: 2.13 2.52 -2.04
H: 0.71 2.14 -3.05
H: 1.94 0.92 -2.78
H: 2.49 0.77 -0.09
H: 1.77 -0.53 -1.07
H: 0.43 0.82 1.31
H: 1.31 -0.81 1.37
H: -0.53 -1.47 -0.29
H: -2.28 -1.14 1.58
H: -0.88 -0.88 2.51
H: -1.13 -3.06 2.79
H: 0.12 -3.13 1.56
H: -1.75 -5.34 1.88
H: -0.63 -5.29 0.50
H: -2.37 -5.37 0.26

Computed properties:
HOMO ... -0.354 Eh
HOMO-LUMO gap ... 9.2 eV
Multiplicity ... 1
Calculated total energy ... -24150.5375 eV


[17]
Molecular formula: C6H15ClF5O8PTeV
Method: DFT, ωB97M-V/def2-TZVPD

Geometry (Å):
V: 0.41 2.26 -0.89
O: -1.35 4.09 -1.97
Cl: -1.87 2.78 -1.95
O: -3.11 2.60 -2.55
O: -1.83 2.31 -0.56
O: -0.82 1.88 -2.56
F: 3.81 2.44 -2.11
Te: 3.40 2.56 -0.28
F: 1.45 3.66 -1.43
F: 2.74 1.74 1.33
F: 4.73 1.28 -0.09
F: 0.31 2.95 0.71
O: 1.84 1.29 -0.97
C: 2.10 -2.57 1.29
C: 2.19 -1.66 0.08
O: 0.84 -1.45 -0.51
P: -0.18 -0.39 -0.07
O: -0.10 -0.18 1.45
C: -1.01 0.64 2.31
C: -1.49 -0.24 3.42
O: -1.59 -0.78 -0.54
C: -1.93 -1.28 -1.91
C: -2.21 -2.75 -1.82
H: 2.75 -3.44 1.17
H: 1.08 -2.94 1.41
H: 2.38 -2.05 2.21
H: 2.75 -2.08 -0.74
H: 2.58 -0.67 0.32
H: -1.82 1.01 1.68
H: -0.39 1.47 2.64
H: -2.03 -1.11 3.04
H: -2.18 0.33 4.04
H: -0.66 -0.57 4.05
H: -1.10 -1.04 -2.57
H: -2.80 -0.69 -2.19
H: -1.32 -3.31 -1.53
H: -2.52 -3.10 -2.80
H: -3.01 -2.95 -1.11

Computed properties:
HOMO (spin up / spin down) ... -0.512 / -0.562 Eh
HOMO-LUMO gap (spin up / spin down) ... 8.2 / 8.1 eV
Multiplicity ... 3
Total charge ... +1
Calculated total energy ... -91212.6393 eV


[18]
Molecular formula: C6H15ClHfI2O2P
Method: DFT, ωB97M-V/def2-TZVPD

Geometry (Å):
I: -3.25 -1.10 2.76
I: -2.65 1.41 2.44
Hf: 0.65 -0.07 -0.20
P: 0.05 -0.06 -2.67
C: -1.31 -0.06 -3.86
C: 0.96 1.41 -3.13
H: 1.91 -1.56 -2.51
H: 1.33 -1.24 -4.20
H: 0.42 -2.37 -3.13
C: 1.04 -1.46 -3.17
H: 1.85 1.50 -2.49
H: 1.24 1.26 -4.17
H: -0.83 -0.08 -4.85
H: -1.92 0.85 -3.78
H: 0.32 2.29 -3.02
H: -1.96 -0.93 -3.75
C: -1.44 0.08 -0.70
O: -2.60 0.08 -0.96
Cl: 2.87 0.62 -0.48
C: 0.94 0.76 4.24
C: 1.72 0.53 2.97
O: 0.90 -0.42 1.97
H: -0.08 1.16 4.11
H: 1.49 1.51 4.83
H: 0.90 -0.15 4.84
H: 1.79 1.40 2.33
H: 2.69 0.04 3.07
H: 0.58 -1.20 2.40

Computed properties:
HOMO (spin up / spin down) ... -0.674 / -0.677 Eh
HOMO-LUMO gap (spin up / spin down) ... 3.9 / 4.1 eV
Multiplicity ... 1
Total charge ... +3
Calculated total energy ... -49848.0893 eV


[19]
Molecular formula: C6H15ClLiN
Method: DFT, ωB97M-V/def2-TZVPD

Geometry (Å):
Li: -1.69 1.51 -0.93
Cl: -0.69 3.63 -1.37
C: 1.34 0.47 -2.14
C: 0.36 -0.50 -1.43
N: -0.26 0.14 -0.27
C: 0.73 0.57 0.75
C: 0.01 1.16 2.05
C: -1.24 -0.83 0.31
C: -0.64 -2.08 0.91
H: 0.81 1.38 -2.39
H: 1.84 0.00 -2.99
H: 2.22 0.66 -1.52
H: -0.52 -0.77 -2.01
H: 0.93 -1.38 -1.13
H: 1.32 1.34 0.26
H: 1.42 -0.23 1.03
H: 0.57 1.84 2.69
H: -0.18 0.27 2.65
H: -0.96 1.58 1.82
H: -1.85 -0.37 1.08
H: -1.99 -1.15 -0.41
H: -1.47 -2.63 1.34
H: -0.29 -2.75 0.13
H: 0.21 -1.86 1.57

Computed properties:
HOMO (spin up / spin down) ... 0.012 / -0.199 Eh
HOMO-LUMO gap (spin up / spin down) ... 2.8 / 8.6 eV
Multiplicity ... 2
Total charge ... -1
Calculated total energy ... -20684.0229 eV


[20]
Molecular formula: C6H15ClOSi
Method: DFT, ωB97M-V/def2-TZVPD

Geometry (Å):
C: 1.44 -1.78 0.98
O: 1.22 -1.44 -0.36
Si: 0.74 0.10 -0.87
C: -0.39 -0.31 -2.33
C: 2.26 1.05 -1.49
C: -0.28 0.79 0.56
C: -1.68 0.18 0.69
C: -2.42 0.66 1.91
Cl: -1.47 0.20 3.32
H: 2.14 -1.06 1.41
H: 0.53 -1.84 1.57
H: 1.87 -2.78 1.00
H: -1.13 -1.05 -2.05
H: -0.92 0.55 -2.72
H: 0.19 -0.73 -3.15
H: 1.97 1.96 -1.91
H: 2.67 0.45 -2.27
H: 3.01 1.17 -0.69
H: -0.25 1.88 0.44
H: 0.29 0.59 1.49
H: -1.61 -0.91 0.78
H: -2.28 0.37 -0.22
H: -3.39 0.22 2.02
H: -2.51 1.74 1.88

Computed properties:
HOMO ... -0.359 Eh
HOMO-LUMO gap ... 10.6 eV
Multiplicity ... 1
Calculated total energy ... -28914.5154 eV